No. 1
The following is a DFT calculation (ωB97M-V/def2-TZVPD) of C24H37P2ReSb as an isolated structure at a distorted geometry.

Values from the calculation:
- Kohn-Sham gap (spin up / spin down): 5.54 / 6.43 eV
- Largest force on an atom: 5.81 eV/Å
- Electronic energy: -52708.3105 eV
- HOMO level (spin up / spin down): -13.62 / -14.58 eV

Geometry as ORCA input:
```
! wB97M-V def2-TZVPD RIJCOSX def2/J DEFGRID3
* xyz 2 4
Re 0.37 -0.22 -2.72
H 0.68 1.26 2.05
H 2.64 0.40 -1.83
P 0.35 2.13 -2.40
P 0.34 -2.43 -2.53
C -1.10 -3.18 -1.67
H -1.27 -4.23 -1.98
H -0.94 -3.10 -0.58
H -1.96 -2.55 -1.93
C 0.08 -2.60 -4.36
H 0.94 -2.10 -4.87
H -0.02 -3.61 -4.72
H -0.81 -2.01 -4.60
C 1.60 -3.49 -2.12
H 2.05 -3.43 -1.15
H 1.46 -4.64 -2.23
H 2.50 -3.42 -2.79
C -0.24 2.68 -4.10
H -0.13 3.76 -4.23
H 0.41 2.08 -4.80
H -1.30 2.34 -4.17
C -0.78 3.27 -1.32
H -0.63 3.05 -0.24
H -0.58 4.36 -1.49
H -1.84 3.04 -1.58
C 1.91 3.22 -2.27
H 2.62 2.87 -3.02
H 1.64 4.34 -2.54
H 2.32 3.23 -1.28
H 1.53 0.35 -3.86
H -1.27 0.06 -2.43
C -0.90 3.96 3.74
C 0.29 3.94 3.14
C 0.58 2.93 2.23
C -0.34 1.89 1.93
C -1.67 1.89 2.60
C -1.89 2.95 3.50
Sb -0.01 -0.34 0.00
C 1.54 -0.83 1.76
C 2.83 -1.06 1.24
C 3.88 -1.43 2.09
C 3.66 -1.51 3.47
C 2.45 -1.22 4.05
C 1.41 -0.87 3.16
C -1.76 -1.12 0.96
C -1.67 -2.23 1.89
C -2.84 -2.96 2.12
C -4.06 -2.64 1.51
C -4.13 -1.56 0.65
C -2.99 -0.74 0.38
H -1.06 4.78 4.41
H 1.18 4.61 3.18
H 1.58 3.05 1.87
H -2.46 1.14 2.40
H -2.83 3.02 4.04
H 3.00 -1.04 0.21
H 4.88 -1.65 1.66
H 4.57 -1.79 4.14
H 2.31 -1.26 5.08
H 0.41 -0.63 3.66
H -0.73 -2.48 2.34
H -2.75 -3.84 2.80
H -4.92 -3.22 1.70
H -5.08 -1.27 0.14
H -3.05 0.09 -0.29
*
```

No. 2
The following is a DFT calculation (ωB97M-V/def2-TZVPD) of C24H38As3NO6RuSeSi2 as an isolated structure.

Values from the calculation:
- Kohn-Sham gap: 7.62 eV
- Energy above the lowest of the compared OMol25 structures with the same formula, charge and spin: 46.7 kJ/mol
- Largest force on an atom: 0.78 eV/Å
- Electronic energy: -305480.6419 eV
- HOMO level: -7.95 eV

Geometry as ORCA input:
```
! wB97M-V def2-TZVPD RIJCOSX def2/J DEFGRID3
* xyz 0 1
Ru 0.19 0.38 -1.30
C 3.94 0.33 -2.25
As 2.55 0.33 -0.89
C 3.21 -1.12 0.22
C 2.96 1.95 0.14
C 3.99 2.04 1.07
C 4.16 3.20 1.81
C 3.30 4.28 1.62
C 2.28 4.20 0.69
C 2.10 3.04 -0.06
As 0.67 2.76 -1.36
C -0.39 4.39 -1.30
C 1.58 3.11 -3.04
H 4.91 0.26 -1.77
H 3.89 1.25 -2.83
H 3.78 -0.52 -2.91
H 4.24 -0.96 0.52
H 3.13 -2.03 -0.37
H 2.57 -1.20 1.10
H 4.66 1.21 1.22
H 4.95 3.26 2.54
H 3.43 5.18 2.21
H 1.62 5.05 0.54
H 0.24 5.22 -1.63
H -0.79 4.60 -0.31
H -1.21 4.26 -2.00
H 2.41 3.80 -2.89
H 0.85 3.54 -3.73
H 1.92 2.17 -3.47
O -2.82 1.29 -3.96
Se -1.79 0.24 -3.34
O -0.17 0.77 -3.38
O -1.88 0.29 -1.63
O -1.90 -1.29 -3.81
C -0.02 0.30 4.24
Si -0.41 -1.03 2.98
C -1.98 -1.96 3.40
C 1.00 -2.26 2.90
As -0.74 -0.01 0.82
Si -2.97 0.96 0.84
C -4.19 -0.40 0.49
C -3.14 2.53 -0.15
C -3.19 1.55 2.62
H 0.12 -0.16 5.22
H -0.83 1.03 4.33
H 0.90 0.82 3.99
H -1.76 -2.59 4.27
H -2.29 -2.61 2.59
H -2.81 -1.31 3.67
H 0.98 -2.86 3.81
H 1.97 -1.76 2.87
H 0.92 -2.94 2.05
H -4.04 -0.83 -0.50
H -5.19 0.03 0.54
H -4.12 -1.18 1.24
H -3.18 2.38 -1.22
H -2.31 3.20 0.09
H -4.05 3.02 0.19
H -3.23 0.75 3.36
H -4.13 2.10 2.68
H -2.40 2.24 2.92
O 1.51 -2.41 -3.12
C 0.57 -2.64 -2.41
N 0.02 -1.71 -1.49
C -0.84 -2.33 -0.72
O -1.39 -1.82 0.32
C -1.05 -3.73 -1.15
C -1.88 -4.73 -0.70
C -1.82 -5.95 -1.36
C -0.95 -6.15 -2.43
C -0.10 -5.13 -2.87
C -0.18 -3.92 -2.22
H -2.56 -4.57 0.13
H -2.46 -6.77 -1.05
H -0.92 -7.11 -2.92
H 0.58 -5.28 -3.70
*
```

No. 3
The following is a DFT calculation (ωB97M-V/def2-TZVPD) of C24H38BCoN8S3 as an isolated structure.

Values from the calculation:
- Kohn-Sham gap (spin up / spin down): 9.02 / 8.59 eV
- Largest force on an atom: 0.46 eV/Å
- Electronic energy: -108235.9368 eV
- HOMO level (spin up / spin down): -10.65 / -10.71 eV

Geometry as ORCA input:
```
! wB97M-V def2-TZVPD RIJCOSX def2/J DEFGRID3
* xyz 1 4
Co 0.03 0.00 1.04
C 4.01 -4.36 -0.68
C 3.62 -2.99 -0.13
C 3.11 -3.17 1.30
C 4.85 -2.08 -0.19
N 2.53 -2.41 -0.98
C 1.96 -3.06 -2.06
C 1.02 -2.25 -2.57
N 1.00 -1.09 -1.82
B -0.03 0.00 -2.24
N 0.41 1.44 -1.82
C 1.38 2.04 -2.59
C 1.62 3.25 -2.09
N 0.78 3.42 -0.99
C 0.05 2.29 -0.83
S -1.08 1.94 0.45
C 0.83 4.72 -0.23
C 2.24 4.84 0.36
C 0.55 5.85 -1.22
C -0.18 4.81 0.90
N -1.49 -0.34 -1.81
C -2.51 0.19 -2.57
C -3.68 -0.20 -2.05
N -3.38 -1.00 -0.95
C -2.04 -1.07 -0.82
S -1.16 -1.92 0.43
C -4.43 -1.66 -0.10
C -4.23 -3.18 -0.14
C -5.82 -1.34 -0.66
C -4.35 -1.11 1.32
C 1.93 -1.20 -0.84
S 2.26 -0.03 0.40
H 4.80 -4.76 -0.05
H 3.17 -5.06 -0.64
H 4.38 -4.30 -1.70
H 3.89 -3.66 1.89
H 2.87 -2.22 1.77
H 2.22 -3.80 1.31
H 5.65 -2.52 0.39
H 5.19 -1.98 -1.22
H 4.65 -1.09 0.21
H 2.26 -4.04 -2.39
H 0.36 -2.39 -3.41
H -0.04 0.00 -3.44
H 1.82 1.54 -3.44
H 2.30 4.01 -2.42
H 3.01 4.86 -0.41
H 2.32 5.76 0.94
H 2.45 3.99 1.02
H 1.29 5.90 -2.02
H -0.44 5.74 -1.66
H 0.58 6.80 -0.68
H -0.01 4.07 1.68
H -0.08 5.80 1.34
H -1.21 4.70 0.54
H -2.30 0.82 -3.43
H -4.67 0.01 -2.38
H -4.31 -3.54 -1.17
H -3.27 -3.47 0.26
H -5.01 -3.66 0.45
H -5.94 -1.71 -1.68
H -6.55 -1.83 -0.03
H -6.02 -0.26 -0.64
H -3.41 -1.38 1.80
H -4.45 -0.03 1.32
H -5.17 -1.53 1.91
N -0.75 -0.84 3.83
C -0.54 -0.63 5.14
C 0.44 0.33 5.24
C 0.77 0.65 3.92
N 0.04 -0.07 3.07
H -1.39 -1.48 3.39
H -1.09 -1.16 5.90
H 0.87 0.75 6.14
H 1.50 1.35 3.54
*
```

No. 4
The following is a DFT calculation (ωB97M-V/def2-TZVPD) of C24H38BN12O2S3SbSe4Ti as an isolated structure at a distorted geometry.

Values from the calculation:
- Kohn-Sham gap (spin up / spin down): 6.35 / 5.51 eV
- Energy above the lowest of the compared OMol25 structures with the same formula, charge and spin: 56.5 kJ/mol
- Largest force on an atom: 2.53 eV/Å
- Electronic energy: -371702.0401 eV
- HOMO level (spin up / spin down): -9.84 / -9.77 eV

Geometry as ORCA input:
```
! wB97M-V def2-TZVPD RIJCOSX def2/J DEFGRID3
* xyz 1 2
Ti -1.06 -0.54 -0.58
C 0.13 -2.39 -4.26
C -0.73 -1.49 -3.63
N -0.83 -1.77 -2.33
N -0.06 -2.89 -2.11
C 0.54 -3.24 -3.25
B -0.15 -3.58 -0.71
N 0.77 -2.73 0.25
C 1.68 -3.09 1.16
C 2.36 -1.95 1.58
C 1.78 -0.91 0.87
N 0.81 -1.38 0.06
N -1.62 -3.45 -0.24
C -2.54 -4.42 -0.17
C -3.77 -3.84 0.11
C -3.51 -2.48 0.16
N -2.21 -2.24 -0.04
N 0.22 -5.04 -0.72
C 0.15 -5.97 -1.70
C 0.31 -7.20 -1.12
C 0.46 -6.92 0.25
N 0.39 -5.63 0.49
H 0.41 -2.41 -5.29
H -1.28 -0.66 -4.03
H 1.22 -4.07 -3.28
H 1.77 -4.12 1.44
H 3.18 -1.91 2.28
H 2.00 0.14 0.82
H -2.27 -5.45 -0.30
H -4.72 -4.33 0.22
H -4.19 -1.66 0.31
H -0.04 -5.72 -2.73
H 0.32 -8.16 -1.61
H 0.61 -7.62 1.06
N -1.78 -0.18 1.66
C -0.84 0.70 2.38
C -1.51 1.42 3.56
C -0.72 2.50 4.29
C 0.55 2.03 4.99
N 1.72 1.81 4.12
C 2.35 2.78 3.47
N 2.10 4.06 3.75
N 3.31 2.49 2.59
C -0.19 1.59 1.31
O 0.48 2.57 1.58
O -0.38 1.14 0.12
H -2.62 0.35 1.44
H -2.05 -0.97 2.23
H -0.04 0.05 2.74
H -1.81 0.65 4.28
H -2.44 1.87 3.19
H -1.37 2.92 5.06
H -0.48 3.31 3.59
H 0.39 1.08 5.50
H 0.85 2.73 5.78
H 1.91 0.87 3.81
H 1.34 4.31 4.35
H 2.50 4.79 3.19
H 3.39 1.55 2.23
H 3.71 3.21 2.02
C 2.16 4.17 -0.88
C 3.26 3.32 -1.54
S 2.91 1.54 -1.59
C 2.57 1.24 -3.34
C 1.39 2.00 -3.94
S -0.15 1.69 -3.03
C -0.98 3.29 -2.97
C -0.57 4.19 -1.82
S 1.04 5.02 -2.01
H 2.64 4.96 -0.30
H 1.57 3.56 -0.20
H 4.20 3.43 -0.99
H 3.46 3.66 -2.56
H 2.41 0.16 -3.41
H 3.47 1.47 -3.92
H 1.25 1.71 -4.98
H 1.59 3.08 -3.91
H -2.04 3.06 -2.88
H -0.84 3.78 -3.94
H -0.56 3.64 -0.88
H -1.30 5.00 -1.72
Se -6.57 -0.90 -1.74
Sb -5.54 1.09 -1.26
Se -5.42 1.57 1.18
Se -5.53 3.20 -2.27
Se -2.92 0.51 -1.31
*
```

No. 5
The following is a DFT calculation (ωB97M-V/def2-TZVPD) of C24H38BeGeIO3Si as an isolated structure.

Values from the calculation:
- Kohn-Sham gap (spin up / spin down): 7.61 / 7.44 eV
- Largest force on an atom: 0.47 eV/Å
- Electronic energy: -104547.8820 eV
- HOMO level (spin up / spin down): -6.99 / -8.60 eV

Geometry as ORCA input:
```
! wB97M-V def2-TZVPD RIJCOSX def2/J DEFGRID3
* xyz 0 2
Be -1.33 0.55 -0.32
C 2.98 2.29 2.42
C 2.81 1.06 1.52
C 3.77 1.14 0.35
C 3.07 -0.20 2.34
O 1.48 0.97 1.02
Ge 0.19 2.21 1.07
O -1.21 0.76 1.21
C -1.68 0.15 2.43
C -3.20 0.11 2.41
C -1.20 0.98 3.61
C -1.10 -1.25 2.50
O -0.51 1.80 -0.80
C -0.63 2.88 -1.74
C 0.77 3.46 -1.93
C -1.16 2.36 -3.06
C -1.59 3.93 -1.18
H 3.99 2.34 2.82
H 2.79 3.21 1.85
H 2.28 2.25 3.26
H 4.81 1.16 0.69
H 3.63 0.28 -0.31
H 3.58 2.05 -0.23
H 4.10 -0.22 2.70
H 2.40 -0.24 3.20
H 2.90 -1.09 1.72
H -3.61 1.11 2.27
H -3.56 -0.53 1.60
H -3.57 -0.29 3.36
H -1.55 2.01 3.52
H -1.58 0.57 4.54
H -0.10 0.99 3.67
H -1.47 -1.86 1.67
H -0.01 -1.21 2.43
H -1.37 -1.74 3.44
H 1.44 2.69 -2.31
H 0.74 4.29 -2.64
H 1.17 3.84 -0.99
H -0.53 1.54 -3.42
H -2.18 2.00 -2.96
H -1.14 3.16 -3.80
H -1.20 4.36 -0.25
H -1.74 4.73 -1.90
H -2.56 3.46 -0.97
C 1.51 -0.47 -5.63
C 0.18 -0.78 -5.33
C -0.18 -1.07 -4.02
C 0.76 -1.07 -2.99
C 2.09 -0.74 -3.31
C 2.46 -0.45 -4.62
Si 0.34 -1.50 -1.23
C -0.44 -3.19 -1.03
C -1.34 -3.75 -1.94
C -1.87 -5.01 -1.73
C -1.52 -5.73 -0.59
C -0.64 -5.19 0.33
C -0.10 -3.92 0.11
H 1.79 -0.24 -6.65
H -0.57 -0.78 -6.11
H -1.23 -1.26 -3.80
H 2.84 -0.73 -2.53
H 3.49 -0.20 -4.84
H 1.59 -1.54 -0.44
H -1.63 -3.20 -2.83
H -2.56 -5.43 -2.45
H -1.95 -6.72 -0.42
H -0.36 -5.75 1.21
H 0.59 -3.51 0.83
I -3.11 -0.52 -1.36
*
```

No. 6
The following is a DFT calculation (ωB97M-V/def2-TZVPD) of C24H38NO2P3Ru as an isolated structure at a distorted geometry.

Values from the calculation:
- Kohn-Sham gap (spin up / spin down): 6.94 / 3.62 eV
- Energy above the lowest of the compared OMol25 structures with the same formula, charge and spin: 37.8 kJ/mol
- Largest force on an atom: 7.32 eV/Å
- Electronic energy: -61492.9495 eV
- HOMO level (spin up / spin down): -19.44 / -19.95 eV

Geometry as ORCA input:
```
! wB97M-V def2-TZVPD RIJCOSX def2/J DEFGRID3
* xyz 4 5
P -2.03 0.53 1.13
C -1.72 2.02 2.17
H -2.63 2.25 2.73
H -1.47 2.86 1.52
H -0.89 1.84 2.86
C -3.61 1.13 0.42
H -4.24 0.31 0.07
H -3.40 1.80 -0.42
H -4.16 1.68 1.19
C -2.52 -0.62 2.47
H -3.39 -0.22 3.00
H -1.68 -0.74 3.17
H -2.77 -1.60 2.06
P 1.07 -2.66 0.50
C 2.60 -2.53 1.51
H 3.08 -3.51 1.57
H 2.34 -2.20 2.52
H 3.30 -1.81 1.07
C 0.16 -3.79 1.60
H -0.61 -4.35 1.05
H -0.32 -3.20 2.39
H 0.85 -4.50 2.07
C 1.68 -3.54 -0.97
H 2.12 -4.51 -0.68
H 2.46 -2.94 -1.46
H 0.86 -3.72 -1.68
P 0.02 0.54 -2.31
C 1.27 1.80 -2.78
H 1.02 2.19 -3.78
H 2.26 1.35 -2.80
H 1.26 2.62 -2.06
C 0.34 -0.61 -3.69
H 0.58 -0.03 -4.59
H -0.53 -1.25 -3.89
H 1.20 -1.24 -3.43
C -1.57 1.40 -2.49
H -1.63 1.85 -3.50
H -1.63 2.20 -1.74
H -2.40 0.70 -2.35
Ru 0.17 -0.41 0.01
C 0.60 -0.12 1.79
O 0.94 0.07 2.90
C 1.94 -0.18 -0.54
O 3.07 -0.01 -0.82
C -1.66 -2.89 -2.38
C -2.55 -1.83 -2.58
C -3.43 -1.46 -1.57
C -3.44 -2.15 -0.36
C -2.56 -3.22 -0.16
C -1.69 -3.60 -1.18
H -0.95 -3.17 -3.16
H -2.57 -1.29 -3.53
H -4.12 -0.63 -1.74
H -4.14 -1.88 0.43
H -2.56 -3.75 0.79
H -1.04 -4.47 -1.06
N 0.23 2.16 -0.01
C 1.10 2.78 0.47
C 2.17 3.47 1.10
C 3.47 3.36 0.58
C 4.52 4.06 1.19
C 4.28 4.80 2.34
C 2.99 4.88 2.89
C 1.93 4.21 2.27
H 3.67 2.72 -0.28
H 5.52 4.00 0.77
H 5.10 5.31 2.84
H 2.81 5.46 3.80
H 0.92 4.25 2.70
*
```